Below is the ion C5H9BNO3S with charge -1 in a non-equilibrium geometry, with properties calculated with ωB97M-V with the def2-TZVPD basis set.

Cartesian coordinates (Å):
B -0.895532 0.472491 -0.024478
C 1.304555 1.353373 -0.207063
C 0.024266 -1.800638 0.304469
C 1.237102 -1.449936 1.154449
C 1.577822 0.095981 -0.939369
C -1.874341 1.433450 -1.040075
N -0.390339 -0.856943 -0.597194
O 0.142084 1.543783 0.335418
O 2.242124 2.154307 -0.238014
O -1.640652 0.025203 1.168464
S 2.610172 -0.986594 -0.039107
H 0.277980 -2.763760 -0.219541
H -0.831314 -1.766015 1.007344
H 1.023355 -0.515542 1.723821
H 1.743660 -2.269017 1.623987
H 1.671254 0.080641 -2.043425
H -1.467721 2.310590 -1.583983
H -2.740250 1.578030 -0.439793
H -2.206764 0.741795 -1.865202
H -1.807463 0.618794 1.919301

Atoms 1-2, force components in eV/Å:
B -1.706 0.996 -0.463
C 0.935 1.531 -0.804

Properties
- E_tot: -899.5004 Eh
- F_max: 5.142 eV Å⁻¹
- Total charge: -1
- Energy above the lowest of the compared OMol25 structures with the same formula, charge and spin: 168.6 kJ/mol

***

Below is a cluster of 3 separate species, C19H43O6S3 in total, with properties calculated with ωB97M-V with the def2-TZVPD basis set.

Cartesian coordinates (Å):
C 6.834636 0.993593 0.166233
C 5.849376 0.138442 -0.635246
C 4.916168 -0.671296 0.263366
C 4.146865 -1.776842 -0.459914
C 3.331753 -1.298265 -1.666042
C 2.203887 -0.298835 -1.369255
C 0.863298 -0.917421 -0.980458
C 0.860461 -1.719530 0.326697
C -0.532354 -1.837776 0.956964
C -0.836825 -0.731877 1.968561
C -0.866933 0.696738 1.425130
C -2.013681 0.979845 0.435635
C -1.875426 2.159793 -0.507801
S -1.537584 3.706470 0.261190
H 6.406471 1.271757 1.132216
H 7.765012 0.457323 0.362366
H 7.092631 1.918524 -0.351173
H 5.255775 0.778434 -1.290325
H 6.395294 -0.550976 -1.288065
H 4.214610 0.013989 0.748630
H 5.504878 -1.120127 1.071363
H 3.493481 -2.269477 0.262204
H 4.861654 -2.534546 -0.803000
H 2.903541 -2.172786 -2.168729
H 4.020204 -0.846508 -2.386345
H 2.510829 0.393466 -0.577414
H 2.041548 0.316501 -2.255635
H 0.515821 -1.559028 -1.799283
H 0.132358 -0.109467 -0.907222
H 1.530290 -1.238636 1.050420
H 1.268253 -2.718946 0.142413
H -1.281889 -1.842973 0.159534
H -0.631839 -2.797969 1.473643
H -1.801212 -0.941113 2.444664
H -0.083831 -0.799909 2.763487
H 0.093955 0.946249 0.957870
H -0.969011 1.379882 2.273562
H -2.939243 1.081037 1.027958
H -2.162605 0.091316 -0.194229
H -1.112465 1.944712 -1.263524
H -0.299549 3.663572 0.866760
O 1.532913 3.428428 -3.760229
S 0.244617 2.812710 -3.924141
O 0.079933 1.458716 -3.500377
O -0.134425 2.911809 -5.484099
C 0.862792 2.450703 -6.417248
C 0.960181 0.941075 -6.491206
C -1.020752 3.861571 -3.326930
H 1.820337 2.903644 -6.154406
H 0.535992 2.868022 -7.369024
H 1.320422 0.518676 -5.555517
H 1.652220 0.669987 -7.291041
H -0.015391 0.504840 -6.706736
H -0.839478 4.840432 -3.764639
H -0.979330 3.921435 -2.235179
H -1.982646 3.455294 -3.626685
O -3.409400 -2.233464 4.389136
S -4.538252 -1.352151 4.407101
O -4.595659 -0.325115 5.402173
O -5.860768 -2.243352 4.496557
C -5.895852 -3.256964 5.527530
C -6.136559 -2.689561 6.909408
C -4.815116 -0.661859 2.819702
H -4.968913 -3.829916 5.478786
H -6.715720 -3.903260 5.218952
H -5.304930 -2.069708 7.237682
H -6.258127 -3.515798 7.612027
H -7.041311 -2.081777 6.922481
H -4.791558 -1.457624 2.080777
H -4.002602 0.041809 2.640086
H -5.771241 -0.145969 2.827863

Atoms 1-2, force components in eV/Å:
C -0.010 0.037 0.008
C -0.025 -0.033 0.042

Properties
- E_tot: -2395.6995 Eh
- F_max: 0.221 eV Å⁻¹
- Total charge: -1
- Energy above the lowest of the compared OMol25 structures with the same formula, charge and spin: 0.0 kJ/mol

***

Below is an isolated molecule of C6H7B in a non-equilibrium geometry, with properties calculated with ωB97M-V with the def2-TZVPD basis set.

Cartesian coordinates (Å):
B 0.787611 -0.305117 -0.043421
C 4.379285 0.412132 0.342566
C 3.356363 -0.184966 -0.061410
C 2.108731 -0.749276 -0.098854
C -0.584236 0.068762 0.131412
C -0.974126 1.504482 -0.053231
C -1.756446 -0.928126 0.195689
H 2.114073 -1.763290 -0.264998
H -1.626741 1.936769 0.729004
H -1.543567 1.412849 -1.084088
H -0.184588 2.215909 -0.262366
H -1.453421 -1.913918 0.613396
H -1.980142 -1.023908 -0.825472
H -2.642795 -0.682303 0.681776

Atoms 1-2, force components in eV/Å:
B 1.180 0.077 0.379
C 1.472 0.704 0.124

Properties
- Spin multiplicity: 3
- E_tot: -257.3767 Eh
- F_max: 3.298 eV Å⁻¹
- Total charge: 0
- Energy above the lowest of the compared OMol25 structures with the same formula, charge and spin: 350.1 kJ/mol
- <S²>: 2.01

***

Below is a structure of composition C12H14N3O6SeV in a non-equilibrium geometry, with properties calculated with ωB97M-V with the def2-TZVPD basis set.

Cartesian coordinates (Å):
V 1.116150 0.611290 -0.581970
O 1.323204 0.218856 1.010881
C 1.127316 -0.679967 2.018095
C 1.238271 -0.335691 3.345241
C 0.988128 -1.318566 4.287382
C 0.639926 -2.608201 3.892166
C 0.557419 -2.935579 2.549090
C 0.814004 -1.965266 1.588883
C 0.838860 -2.227046 0.156774
N 0.981637 -1.312393 -0.836042
C 1.034209 -2.003957 -2.052997
C 0.915307 -3.315730 -1.785797
N 0.792173 -3.425745 -0.412851
H 1.513358 0.672325 3.624716
H 1.065154 -1.078152 5.338974
H 0.433581 -3.362840 4.638235
H 0.286560 -3.944324 2.262551
H 1.161320 -1.509961 -2.998547
H 0.905991 -4.169338 -2.440756
H 0.714830 -4.299440 0.088975
O 3.103166 0.456785 -3.592488
Se 2.329037 1.490964 -2.676617
O 0.732024 0.857918 -2.296173
O 2.706841 1.163873 -0.959979
O 2.205792 3.056493 -2.891723
C -2.800607 3.895665 -1.486854
N -2.278401 2.629185 -0.912004
C -3.250376 1.570479 -0.599765
C -1.022515 2.508176 -0.697018
O -0.481814 1.447440 -0.162692
H -3.884001 3.842630 -1.487026
H -2.447818 4.011015 -2.508625
H -2.484680 4.740864 -0.881721
H -3.962307 1.956220 0.126934
H -2.744340 0.702538 -0.196084
H -3.778672 1.307173 -1.513805
H -0.388740 3.352311 -0.957372

Atoms 1-2, force components in eV/Å:
V -0.782 -0.872 1.043
O 0.294 -0.584 2.429

Properties
- E_tot: -4426.1800 Eh
- F_max: 2.516 eV Å⁻¹
- Total charge: +2
- Energy above the lowest of the compared OMol25 structures with the same formula, charge and spin: 11.2 kJ/mol

***

Below is a cluster of 5 separate species, CH11O4S in total in a non-equilibrium geometry, with properties calculated with ωB97M-V with the def2-TZVPD basis set.

Cartesian coordinates (Å):
C 1.012460 0.180126 -1.232188
S 0.327011 -0.424836 -2.829566
H 0.405848 -0.302481 -0.475162
H 1.991512 -0.267553 -1.024763
H 1.109863 1.244645 -1.007711
H -1.125628 -2.737594 -1.066145
H -0.102354 -1.853432 -0.877320
O -0.366952 -2.734905 -0.451995
H -1.164610 2.608565 -1.124845
H 0.254114 3.292001 -1.134990
O -0.695408 3.435433 -1.089844
H 0.408756 -0.348139 2.456701
H 1.222873 0.578666 3.047882
O 0.307374 0.290575 3.185024
H -0.948423 -1.749921 0.882344
H -1.131227 -0.163664 1.451358
O -1.505214 -1.047479 1.291226

Atoms 1-2, force components in eV/Å:
C 0.394 -1.138 0.104
S 0.048 0.444 0.269

Properties
- E_tot: -743.8526 Eh
- F_max: 2.222 eV Å⁻¹
- Total charge: -1
- Energy above the lowest of the compared OMol25 structures with the same formula, charge and spin: 160.4 kJ/mol

***

Below is a structure of composition C3H4Cl2N2 in a non-equilibrium geometry, with properties calculated with ωB97M-V with the def2-TZVPD basis set.

Cartesian coordinates (Å):
C 1.952071 0.213692 0.208041
C -0.058105 0.517546 0.228229
C -2.116604 -0.739114 -0.244567
N 2.659645 1.221217 0.219759
N -0.710867 -0.475265 0.010936
Cl 2.374733 -1.449722 0.180252
Cl -0.466440 2.193324 0.312294
H -2.617008 -0.483094 0.696742
H -2.184046 -1.878193 -0.651841
H -2.521807 -0.119826 -0.978878
H 3.688427 0.999438 0.019032

Atoms 1-2, force components in eV/Å:
C -3.904 1.026 0.553
C 3.945 -0.510 -0.293

Properties
- E_tot: -1146.5065 Eh
- F_max: 4.074 eV Å⁻¹
- Total charge: 0
- Energy above the lowest of the compared OMol25 structures with the same formula, charge and spin: 199.5 kJ/mol

***

Below is a cluster of 2 separate species, C3H8NO2 in total in a non-equilibrium geometry, with properties calculated with ωB97M-V with the def2-TZVPD basis set.

Cartesian coordinates (Å):
O 0.219131 -0.143281 -0.595230
C -0.849278 -0.446183 -1.123936
O -0.904652 -1.413446 -2.081974
C -2.179734 0.176463 -0.802924
H -0.081086 -1.362117 -2.575904
H -2.921332 -0.208608 -1.516122
H -2.052974 1.270353 -0.856076
H -2.486798 -0.106507 0.205702
C 1.518359 0.874587 1.417200
N 2.249678 -0.084602 1.804928
H 0.454917 0.841890 1.603936
H 1.975567 1.692426 0.824382
H 3.184966 -0.192917 1.360880
H 1.873237 -0.898055 2.335142

Atoms 1-2, force components in eV/Å:
O -0.928 -0.086 -0.492
C 0.848 -0.429 0.082

Properties
- E_tot: -324.0814 Eh
- F_max: 1.583 eV Å⁻¹
- Total charge: +1
- Energy above the lowest of the compared OMol25 structures with the same formula, charge and spin: 120.5 kJ/mol

***

> Which of these has the lowest energy above the lowest of the compared OMol25 structures with the same formula, charge and spin?

C19H43O6S3